The following is a quantum chemistry calculation of 3 unconnected molecules or ions with the total composition CH8N2O2 in a non-equilibrium geometry, from the OMol25 dataset.

As for the multiplicity: 2. As for the lowest unoccupied orbital energy (spin up / spin down): -4.726 / -8.746 eV. The calculation puts the total energy at -302.537518 Ha. As for the total charge: +1. For the energy above the lowest of the compared OMol25 structures with the same formula, charge and spin, the calculation gives 0.00 kcal per mole. As for the expectation value of S²: 0.762. The calculation puts the HOMO-LUMO gap (spin up / spin down) at 9.01 / 4.99 eV.

Each line ends with the Mulliken charge.
Atoms and positions in Å:
N (-1.67900, 0.65961, 0.02413)  -0.206
C (-1.68674, 1.79796, -0.59351)  0.234
N (-2.30546, 2.06271, -1.73504)  -0.308
H (-2.28314, -0.10383, -0.26086)  0.311
H (-1.35669, 0.63249, 0.98603)  0.296
H (-1.10225, 2.59054, -0.12568)  0.337
H (-2.53144, 3.06366, -1.77291)  0.337
H (1.03575, -1.52203, 4.32597)  0.302
H (1.87493, -1.84422, 5.53508)  0.332
O (1.50203, -1.09783, 5.05366)  -0.633
H (2.60065, -2.76138, -4.01514)  0.323
H (3.30626, -1.49176, -3.94607)  0.327
O (2.62509, -1.98592, -3.47565)  -0.650